Entry 1:
{
  "formula": "C11H42N10O10",
  "method": "ωB97M-V/def2-TZVPD",
  "symbols": ["O", "O", "H", "N", "H", "N", "N", "O", "H", "H", "C", "H", "H", "O", "N", "H", "N", "O", "H", "C", "H", "H", "N", "C", "H", "H", "N", "C", "H", "H", "H", "C", "H", "H", "H", "H", "C", "H", "H", "H", "H", "H", "H", "C", "H", "H", "O", "H", "C", "H", "H", "O", "C", "O", "H", "H", "H", "H", "N", "H", "N", "H", "H", "H", "H", "N", "O", "C", "O", "H", "H", "C", "H"],
  "coordinates": [[-15.15746, 34.37449, 2.59225], [-10.63957, 33.59122, 8.20060], [-7.07099, 39.86660, 1.34570], [-14.48171, 40.79449, 6.57888], [-14.26615, 40.39132, 5.67827], [-10.93733, 38.95263, 7.32286], [-9.17711, 35.24804, 8.74368], [-12.06505, 42.18846, 4.76149], [-11.10949, 42.17593, 4.70686], [-11.98355, 37.82928, 3.10222], [-16.26015, 33.15083, 4.45069], [-10.01970, 40.92835, 3.55003], [-8.29820, 39.32360, 8.89403], [-16.72905, 41.16009, 6.02779], [-14.17290, 37.51030, 8.74882], [-16.66009, 33.31970, 5.45050], [-14.80427, 39.30382, 2.01084], [-13.39592, 36.50007, 6.98996], [-17.01761, 32.56753, 3.92714], [-8.90865, 39.44715, 2.46061], [-9.07082, 39.81912, 4.57508], [-12.74722, 37.30934, 5.46688], [-9.25991, 39.45233, 8.61362], [-10.18923, 34.73528, 8.10848], [-15.34671, 41.26490, 8.77410], [-10.26590, 36.47738, 7.25207], [-16.01379, 41.41692, 8.03114], [-13.98586, 36.43970, 8.09326], [-15.29812, 32.65686, 4.58698], [-8.16464, 41.24086, 1.70553], [-14.68069, 35.46676, 9.61279], [-15.96709, 35.65449, 4.48928], [-13.82376, 40.66732, 7.33454], [-15.07118, 35.56524, 5.10368], [-15.68556, 39.23050, 1.52292], [-11.53136, 39.35427, 8.03414], [-14.81753, 39.94748, 3.14229], [-16.18406, 40.64418, 4.38062], [-12.32464, 41.27583, 4.63524], [-8.58560, 38.45381, 2.77207], [-9.47807, 38.81653, 0.65931], [-11.42249, 38.71840, 2.01292], [-8.82378, 36.19052, 8.66002], [-9.68367, 38.80148, 7.57219], [-8.73067, 34.70107, 9.46591], [-13.96460, 38.40910, 8.33788], [-8.91787, 38.17776, 6.90128], [-17.07332, 34.69801, 3.10612], [-7.70171, 40.33649, 2.10036], [-13.04680, 38.66499, 4.86328], [-11.39856, 38.54730, 6.52095], [-13.79111, 40.12731, 3.84765], [-9.70113, 39.89525, 3.68908], [-12.00468, 37.97219, 2.15599], [-16.85293, 39.86021, 2.95678], [-16.96149, 41.44747, 8.37899], [-11.58790, 35.45420, 6.85332], [-14.29159, 37.48977, 9.75161], [-14.37216, 35.36570, 8.65639], [-14.31723, 34.49196, 8.15273], [-16.06994, 40.26110, 3.45309], [-14.31405, 33.99395, 2.84809], [-16.89452, 35.86519, 5.02179], [-13.89118, 38.96666, 1.74122], [-7.09075, 40.47564, 2.99225], [-10.68567, 35.55974, 7.29486], [-12.39874, 37.96056, 4.85803], [-15.77375, 41.09408, 6.79763], [-9.80139, 39.47058, 1.28323], [-10.54306, 39.20779, 3.77071], [-15.89503, 36.53041, 3.84454], [-16.12804, 34.44484, 3.58616], [-9.90005, 39.84410, 9.28952]],
  "forces_ev_per_angstrom": [[0.1, 0.0, -1.1], [0.4, -0.6, 1.0], [-0.1, 0.0, -0.1], [0.5, -0.8, -1.0], [0.5, 0.2, -0.5], [-4.8, 0.5, -0.5], [4.1, 0.4, 3.6], [0.1, 0.4, 0.4], [0.2, 0.1, 0.0], [-0.3, -0.2, 0.6], [-0.6, 0.6, -0.9], [-0.2, 0.0, 0.1], [-0.3, 0.0, -0.1], [0.7, -0.6, -1.4], [-0.9, 5.5, 3.6], [0.0, 0.4, 0.0], [1.3, -0.9, -2.0], [-0.8, -0.6, -0.1], [0.5, -0.8, 0.1], [0.2, 0.5, -0.3], [-0.1, -0.1, 0.0], [-0.4, -0.6, 0.4], [1.5, 2.1, 4.1], [-1.2, -4.1, 0.4], [0.0, 0.1, -0.3], [-0.2, -0.1, -0.5], [-0.7, 0.8, 5.3], [3.2, -0.1, -5.3], [-0.1, -0.2, -0.3], [0.5, 0.3, 0.1], [-0.2, -0.9, -0.3], [0.3, 0.6, -0.6], [-0.3, 0.3, -0.3], [-0.2, 0.3, 0.3], [0.9, -0.3, -0.4], [0.1, -0.1, -0.3], [0.2, -0.5, 0.9], [-1.0, 0.3, 0.2], [-0.3, -0.3, -0.4], [0.0, -0.4, -0.8], [0.0, -0.1, -0.1], [0.4, 0.3, -0.4], [-0.4, -0.2, -0.4], [1.1, -0.1, -0.5], [-0.1, 0.0, -0.3], [0.1, -0.5, 0.0], [1.9, -2.2, -2.2], [-0.1, -0.8, -0.6], [-0.9, -0.7, 0.5], [-0.5, 0.5, -0.6], [0.2, -0.2, -0.3], [-1.0, 0.2, 0.1], [0.3, 0.2, -0.9], [-0.5, -0.3, -0.7], [0.3, 0.2, 0.4], [0.1, 0.2, -0.6], [0.2, -0.3, 0.2], [-0.2, 0.2, -0.2], [-1.3, -3.7, 1.8], [0.2, 0.0, 0.5], [-0.6, 1.3, 1.7], [-0.1, 0.0, 0.5], [0.2, -0.4, 0.6], [-0.1, -0.6, -0.6], [0.0, 0.4, 0.0], [-2.6, 4.7, -4.2], [0.8, 0.0, 0.4], [-0.6, 0.0, -1.0], [0.6, -0.2, 1.3], [0.0, 0.4, 0.4], [0.5, 0.2, -0.1], [-0.5, 0.2, 2.0], [0.4, 0.0, -0.1]],
  "largest_force_ha_per_bohr": 0.13383,
  "total_charge": 0,
  "orbital_gap_ev": 8.6,
  "spin_multiplicity": 1,
  "e_homo_ev": -9.12,
  "smiles": "NC(N)=O.NC(N)=O.NC(N)=O.NC(N)=O.NC(N)=O.CC(C)O.CC(C)O.O.O.O",
  "lumo_ev": -0.4853
}



Entry 2:
{
  "formula": "C11H44N20O11",
  "method": "ωB97M-V/def2-TZVPD",
  "symbols": ["C", "H", "N", "C", "H", "N", "H", "N", "N", "N", "N", "H", "O", "O", "H", "O", "N", "N", "H", "H", "N", "C", "C", "H", "N", "N", "H", "O", "C", "H", "H", "H", "C", "H", "H", "H", "H", "N", "H", "H", "N", "O", "O", "O", "H", "H", "H", "H", "C", "C", "H", "H", "H", "H", "N", "H", "O", "O", "H", "C", "N", "H", "H", "H", "H", "H", "O", "H", "N", "H", "H", "C", "C", "O", "N", "H", "N", "H", "N", "H", "H", "N", "H", "H", "H", "H"],
  "coordinates": [[-5.91749, 3.14912, 2.53101], [3.60506, -4.83303, -1.35606], [-3.11471, -2.57409, 0.89128], [2.52723, -5.90207, -2.63434], [1.56701, -0.91633, -0.51904], [3.86155, 6.70986, 1.30809], [-4.58246, -0.28172, -2.43651], [-7.41562, 0.03311, -3.52410], [-4.47696, -3.52817, 2.38875], [-5.35655, 2.07244, 2.15456], [-2.30556, 5.07501, -0.78112], [-1.36146, 5.23114, -0.45801], [0.89557, 1.49589, 6.70001], [2.34780, -3.68005, 2.64713], [-2.37674, -1.91585, 0.68578], [1.87416, 6.08353, 0.57398], [1.03253, -0.21878, 5.33166], [2.82351, 1.07214, -5.23094], [-8.06738, -0.37198, -4.18076], [-5.11462, -3.36292, 3.15438], [0.78343, -5.39932, 2.54481], [4.02335, 1.43712, -5.48436], [2.87066, 5.95061, 1.20548], [-1.25759, 0.14586, 4.85595], [-1.47369, 4.61148, -2.72863], [6.70819, -3.25232, -0.74962], [3.88484, 7.52995, 0.71901], [-3.64334, 4.40994, -2.42785], [-6.40074, -0.63777, -3.11239], [0.48307, -0.87690, 4.79773], [-7.64152, 4.00628, 2.47002], [1.00991, 0.74677, 0.84533], [6.10505, -2.46085, -1.59400], [-0.46974, 1.10171, 0.09949], [-3.43004, -3.42133, 0.44087], [1.99611, -0.38857, 5.58221], [-6.04788, 1.33662, 2.18170], [-0.90104, 0.81361, 5.52460], [-0.65022, 4.97617, -2.27145], [6.23587, -3.41185, 0.12876], [3.26173, -5.73811, -1.64424], [5.01670, 0.71668, -5.49839], [-3.12999, -1.91751, 2.99901], [5.03273, -1.96055, -1.34500], [-7.57518, 2.26733, 2.09638], [-4.70979, -4.14845, 1.62642], [0.36123, -6.14774, 3.07557], [2.57831, -4.38517, 4.89536], [-2.56331, 4.66256, -2.03800], [0.54566, 0.78603, -0.14008], [2.64922, 0.11582, -4.95675], [4.95125, 3.04950, -5.93664], [2.52564, -3.94852, -2.54409], [-5.57022, 1.15195, -2.81570], [-7.21273, 3.09511, 2.54751], [2.12678, 1.77499, -5.43259], [0.78571, -0.44414, -0.81605], [2.15928, -6.99082, -3.03140], [4.73894, 6.48963, 1.75730], [1.63153, -4.55230, 3.12938], [2.25772, -4.73376, -3.12005], [3.62052, -6.52654, -1.12487], [3.33047, 3.44774, -5.55292], [7.64003, -3.63615, -0.81623], [0.93027, 1.58757, -0.77072], [2.28363, 4.43562, 2.25722], [-6.34567, -1.85244, -3.16650], [1.56394, -4.68313, -3.85231], [-5.40670, 0.15530, -2.82348], [-3.03877, 5.12805, -0.08853], [-1.49392, 1.59936, 5.75083], [-3.56677, -2.61811, 2.13747], [0.39085, 0.74300, 5.89566], [-5.28858, 4.18696, 2.85482], [1.82303, -4.81710, 4.38245], [-1.55762, 4.46337, -3.72418], [3.13048, 4.89531, 1.95454], [0.70678, -5.37508, 1.53801], [6.87083, -2.21699, -2.62995], [-4.35324, 1.95655, 2.14821], [1.25235, -5.49091, 4.87277], [4.06123, 2.75064, -5.56429], [4.01042, 4.72182, 2.41898], [6.53718, -1.58745, -3.34581], [-7.42324, 1.03833, -3.42629], [7.83216, -2.00282, -2.40618]],
  "forces_ev_per_angstrom": [[3.3, 6.4, 1.9], [0.0, -0.3, 0.0], [-0.5, -0.7, -1.2], [-2.4, -2.8, -3.0], [0.1, 0.5, 0.4], [5.7, 6.9, -1.3], [-0.1, 0.5, 0.0], [-5.1, 2.7, -1.6], [-2.3, -2.5, 0.0], [1.6, -4.5, -1.3], [0.0, 0.6, 2.3], [-0.3, 0.0, 0.1], [0.5, 1.0, 0.7], [-0.7, 0.2, -1.6], [0.0, -0.7, -0.4], [-2.8, 0.9, -1.7], [2.0, -3.5, -2.1], [-4.4, -2.3, 0.6], [0.1, 0.0, 0.5], [0.3, -0.3, -0.2], [-1.3, -0.4, -1.7], [2.8, -0.9, 0.7], [-1.2, -3.2, 0.8], [-0.2, 0.3, 0.1], [3.6, -0.3, -2.7], [1.1, -2.8, 3.6], [0.1, -0.1, 0.1], [-4.0, -1.1, -1.6], [1.1, -3.0, -0.8], [0.8, -0.2, 0.0], [-0.4, -0.4, 0.0], [0.4, 0.4, -0.1], [-0.9, 1.3, 0.9], [-0.6, -1.0, -0.6], [1.1, 0.7, -1.5], [-0.4, -0.1, -0.1], [1.4, -1.0, -0.4], [-1.9, 0.0, -0.7], [0.1, -0.2, -0.9], [0.1, 0.1, -0.1], [5.7, -0.3, 7.8], [0.0, 0.1, -0.3], [0.8, 2.4, 2.3], [-1.8, 0.1, -0.3], [-0.9, 0.8, -0.1], [-0.7, 0.0, 0.5], [0.1, 0.2, -0.4], [-0.4, 0.1, -0.3], [0.1, 1.0, 2.9], [1.2, 0.1, 0.4], [-0.4, 0.3, -0.2], [-0.2, 0.5, 0.1], [-0.6, 0.3, -0.8], [0.8, -0.3, 0.2], [-3.8, 0.0, 0.1], [-0.5, -1.0, 0.4], [-1.4, -0.2, -0.4], [-0.7, -0.9, -0.8], [-0.5, 0.0, 0.0], [2.2, 1.1, -1.3], [-2.1, 3.7, -3.1], [-0.2, 0.1, -0.3], [0.0, -0.7, 0.0], [-0.4, 0.2, -0.4], [0.3, 0.2, 0.3], [0.5, -0.5, 0.1], [0.3, -1.0, 0.4], [0.2, 0.4, 0.2], [3.1, 1.4, 1.6], [0.1, -0.1, -0.3], [0.5, -0.2, 0.1], [1.4, 1.1, 0.4], [-1.3, 2.6, 1.9], [-0.7, -1.0, -0.5], [-0.1, -1.3, 5.0], [0.4, 0.1, 0.3], [-1.3, -4.1, 1.9], [-0.2, -0.1, 0.3], [2.1, 1.4, -3.8], [-0.4, -0.2, 0.2], [0.3, 0.2, 0.1], [2.7, 3.9, -1.3], [-0.6, 0.1, 0.0], [-0.4, 0.0, 0.2], [-0.2, -0.3, -0.3], [0.0, -0.4, -0.1]],
  "largest_force_ha_per_bohr": 0.18848,
  "total_charge": 0,
  "orbital_gap_ev": 9.5,
  "spin_multiplicity": 1,
  "e_homo_ev": -9.49,
  "smiles": "NC(N)=O.NC(N)=O.NC(N)=O.NC(N)=O.NC(N)=O.NC(N)=O.NC(N)=O.NC(N)=O.NC(N)=O.NC(N)=O.CO",
  "lumo_ev": 0.0575
}



How do the records compare in energy above the lowest of the compared OMol25 structures with the same formula, charge and spin? In the order shown, they have 2.8724 7.7789 eV.
How do the records compare in total energy? In the order shown, they have -47467.85071 -64448.86506 eV.